1.
{
  "formula": "C44H52IN3O2SSe2Tc",
  "method": "ωB97M-V with the def2-TZVPD basis set",
  "symbols": ["Tc", "C", "C", "C", "C", "C", "C", "C", "Se", "C", "C", "C", "C", "C", "C", "O", "C", "C", "C", "C", "C", "C", "C", "C", "C", "O", "C", "C", "C", "C", "C", "C", "H", "H", "H", "H", "H", "H", "H", "H", "H", "H", "H", "H", "H", "H", "H", "H", "H", "H", "H", "H", "H", "H", "H", "H", "H", "H", "H", "H", "H", "H", "H", "H", "H", "H", "H", "H", "H", "H", "H", "H", "C", "C", "C", "C", "C", "C", "C", "C", "C", "S", "C", "N", "H", "H", "H", "H", "H", "H", "H", "H", "Se", "C", "N", "I", "C", "C", "C", "C", "C", "N", "H", "H", "H", "H"],
  "positions_angstrom": [[0.8156, -1.3365, -0.9857], [-5.0854, 3.8127, -0.6038], [-3.5635, 3.9235, -0.7413], [-3.0188, 4.5919, 0.5283], [-3.2504, 4.7927, -1.9672], [-2.8878, 2.5767, -0.9383], [-1.5004, 2.4921, -0.9729], [-0.8863, 1.2725, -1.1511], [1.0563, 1.1452, -1.2469], [1.6531, 1.1518, 0.6130], [1.6783, 2.3306, 1.3348], [2.2147, 2.3455, 2.6100], [2.7331, 1.1478, 3.1054], [2.7794, -0.0372, 2.3989], [2.2332, -0.0437, 1.0917], [2.2475, -1.1051, 0.3200], [3.3099, -1.3258, 3.0198], [3.8784, -1.1146, 4.4276], [2.1382, -2.3139, 3.1136], [4.4149, -1.9371, 2.1507], [2.2508, 3.5918, 3.4805], [1.8197, 4.8397, 2.7042], [1.2926, 3.3902, 4.6645], [3.6741, 3.8182, 4.0098], [-1.6111, 0.0812, -1.4181], [-0.9561, -1.0204, -1.6821], [-3.0214, 0.1602, -1.3777], [-3.5971, 1.3963, -1.1188], [-3.9599, -1.0365, -1.5294], [-3.2743, -2.3292, -1.9785], [-5.0328, -0.7305, -2.5866], [-4.6333, -1.2880, -0.1690], [-5.5030, 4.8024, -0.4314], [-5.3603, 3.1832, 0.2400], [-5.5380, 3.4152, -1.5092], [-3.5299, 5.5347, 0.7081], [-1.9562, 4.7989, 0.4439], [-3.1767, 3.9474, 1.3905], [-3.7461, 5.7563, -1.8788], [-3.6008, 4.3029, -2.8738], [-2.1815, 4.9609, -2.0663], [-0.8774, 3.3671, -0.8482], [1.2723, 3.2172, 0.8741], [3.1332, 1.1528, 4.1039], [3.1120, -0.7868, 5.1274], [4.6942, -0.3957, 4.4171], [4.2744, -2.0597, 4.7928], [1.2827, -1.8538, 3.6063], [2.4307, -3.1975, 3.6755], [1.8468, -2.6342, 2.1183], [5.2848, -1.2843, 2.1174], [4.0719, -2.0911, 1.1295], [4.7127, -2.9009, 2.5607], [0.7841, 4.7594, 2.3784], [2.4588, 4.9924, 1.8367], [1.9000, 5.7180, 3.3416], [0.2688, 3.2799, 4.3108], [1.3349, 4.2460, 5.3349], [1.5571, 2.5011, 5.2316], [4.3864, 3.8538, 3.1883], [3.9775, 3.0275, 4.6901], [3.7214, 4.7609, 4.5513], [-4.6696, 1.4351, -1.0555], [-2.7830, -2.1875, -2.9363], [-4.0228, -3.1128, -2.0867], [-2.5312, -2.6768, -1.2679], [-4.5610, -0.5120, -3.5422], [-5.6575, 0.1141, -2.3138], [-5.6772, -1.5988, -2.7081], [-3.8877, -1.4520, 0.6069], [-5.2684, -2.1693, -0.2203], [-5.2461, -0.4429, 0.1332], [-0.9640, -2.4600, 1.2732], [-0.2089, -3.5753, 0.6181], [-0.3210, -4.8855, 1.0910], [0.4077, -5.9006, 0.5227], [1.2743, -5.6026, -0.5484], [2.0914, -6.5613, -1.1765], [2.9045, -6.2052, -2.2268], [2.9313, -4.8950, -2.6938], [2.1512, -3.9235, -2.0894], [2.1568, -2.2825, -2.6562], [1.3144, -4.2587, -1.0011], [0.5798, -3.2677, -0.4144], [-1.3841, -2.7890, 2.2204], [-1.7796, -2.1156, 0.6359], [-0.3092, -1.6086, 1.4698], [-0.9894, -5.0762, 1.9164], [0.3390, -6.9120, 0.8941], [2.0721, -7.5770, -0.8125], [3.5327, -6.9444, -2.6986], [3.5611, -4.6117, -3.5213], [4.5318, -0.4511, -1.4815], [5.7642, -0.0268, -0.2694], [6.5778, 0.2293, 0.5099], [2.5127, 1.5992, -4.6277], [0.6087, 0.7118, -4.8471], [-0.4256, 1.4190, -5.4383], [-1.6342, 0.7580, -5.5728], [-1.7440, -0.5549, -5.1374], [-0.6358, -1.1520, -4.5571], [0.5150, -0.5186, -4.4151], [-0.2860, 2.4341, -5.7764], [-2.4768, 1.2636, -6.0195], [-2.6670, -1.1019, -5.2535], [-0.6419, -2.1706, -4.1924]],
  "atomic_forces_ev_per_a": [[2.658, -0.600, -1.847], [0.275, -0.020, -0.024], [-0.076, 0.164, 0.012], [-0.078, -0.083, -0.142], [-0.070, -0.077, 0.152], [-0.095, -0.141, 0.018], [0.071, -0.125, 0.105], [0.148, -0.390, -0.190], [0.178, 0.393, 0.179], [0.244, -0.410, -0.172], [-0.136, -0.031, 0.011], [-0.001, 0.007, -0.077], [-0.038, 0.134, -0.091], [-0.132, -0.341, -0.309], [-0.192, 2.212, 0.762], [-1.702, -1.693, -1.134], [0.095, -0.212, 0.010], [-0.152, 0.009, -0.252], [0.068, 0.055, -0.012], [-0.042, 0.089, -0.050], [-0.055, 0.156, 0.096], [0.066, -0.216, 0.120], [0.102, 0.061, -0.147], [-0.148, -0.005, -0.109], [-0.916, 2.276, 0.481], [0.936, -1.692, 0.386], [0.567, -0.455, -0.074], [0.162, 0.322, 0.039], [-0.131, -0.164, 0.006], [-0.055, -0.011, 0.074], [0.118, -0.027, 0.158], [0.067, 0.007, -0.185], [-0.036, 0.089, 0.005], [-0.075, -0.090, 0.079], [-0.097, -0.079, -0.086], [-0.053, 0.143, 0.007], [0.158, 0.028, 0.035], [0.005, -0.049, 0.123], [-0.037, 0.173, -0.017], [-0.041, -0.015, -0.108], [0.138, 0.050, -0.030], [-0.014, 0.103, 0.024], [-0.013, 0.152, 0.031], [0.087, -0.016, 0.147], [-0.071, 0.099, 0.130], [0.080, 0.092, 0.038], [0.036, -0.100, 0.007], [-0.124, 0.010, 0.110], [0.067, -0.134, 0.107], [-0.083, -0.063, -0.121], [0.051, -0.004, -0.027], [0.128, -0.016, 0.025], [0.048, -0.119, 0.116], [-0.098, 0.034, -0.086], [0.023, 0.064, -0.116], [0.003, 0.061, 0.072], [-0.109, -0.035, -0.012], [-0.002, 0.121, 0.095], [0.010, -0.100, 0.082], [0.096, 0.008, -0.058], [0.081, -0.082, 0.067], [0.011, 0.098, 0.083], [-0.203, 0.026, -0.027], [0.092, -0.069, -0.091], [-0.141, -0.029, -0.027], [0.040, -0.067, 0.010], [0.018, 0.029, -0.131], [-0.093, 0.112, 0.019], [-0.101, -0.078, -0.039], [0.057, -0.016, 0.085], [-0.122, -0.120, -0.017], [-0.072, 0.106, 0.053], [-0.074, -0.039, -0.073], [0.183, 0.355, -0.256], [0.043, -0.562, -0.016], [-0.047, 0.534, 0.019], [-0.115, 0.418, -0.022], [0.250, -0.024, -0.299], [-0.205, -0.526, 0.420], [-0.453, 0.784, 0.282], [0.032, -0.396, 0.036], [-1.266, 1.489, 1.489], [0.390, -0.656, -0.222], [-0.523, -1.164, 0.749], [0.012, 0.033, 0.050], [0.013, -0.002, -0.017], [0.065, 0.074, 0.092], [-0.013, -0.027, 0.075], [-0.019, -0.106, 0.041], [-0.003, -0.121, 0.016], [0.047, -0.102, -0.023], [0.124, 0.009, -0.111], [-0.559, -0.079, -1.086], [0.419, 0.158, 0.374], [0.387, 0.180, 0.479], [-0.143, -0.040, -0.131], [0.513, 0.472, -0.096], [-0.154, 0.009, 0.023], [0.067, 0.002, 0.028], [0.010, -0.095, 0.044], [-0.370, 0.001, -0.235], [0.351, 0.023, 0.042], [0.002, 0.033, 0.002], [-0.102, 0.025, -0.061], [-0.080, -0.061, 0.013], [-0.160, -0.111, 0.027]],
  "multiplicity": 2,
  "e_lumo_ev": [-1.83, -1.94],
  "s2": 0.7961
}

2.
{
  "formula": "C44H54BrFHgN10O2P3",
  "method": "ωB97M-V with the def2-TZVPD basis set",
  "symbols": ["Hg", "C", "N", "C", "C", "N", "C", "P", "C", "N", "C", "C", "N", "C", "C", "N", "C", "C", "N", "C", "H", "H", "H", "H", "H", "H", "H", "H", "H", "H", "H", "H", "H", "H", "H", "C", "O", "C", "C", "C", "Br", "C", "C", "C", "O", "C", "N", "C", "C", "C", "C", "C", "C", "N", "H", "H", "H", "H", "H", "H", "H", "H", "H", "H", "H", "C", "P", "C", "N", "C", "C", "C", "C", "C", "C", "N", "C", "P", "C", "C", "C", "C", "C", "C", "C", "C", "C", "H", "H", "H", "H", "H", "H", "H", "H", "H", "H", "H", "H", "H", "H", "H", "H", "H", "H", "H", "H", "H", "H", "H", "H", "H", "H", "H", "H", "F"],
  "positions_angstrom": [[0.1512, -0.6016, -0.7282], [4.1205, 1.3117, -4.5235], [2.9523, 0.5441, -4.1158], [1.9946, 0.0325, -4.9622], [1.0828, -0.5847, -4.1665], [1.4453, -0.4418, -2.8496], [2.5952, 0.2216, -2.8315], [3.7456, 0.5616, -1.4529], [3.3276, -0.8287, -0.3511], [2.1805, -1.4856, -0.1962], [2.4089, -2.5249, 0.6767], [3.6970, -2.4884, 1.0892], [4.2762, -1.4157, 0.4400], [5.6508, -0.9680, 0.6199], [2.3772, 2.8431, 1.2644], [1.0838, 3.1931, 0.9512], [1.0427, 4.4856, 0.8247], [2.3198, 5.0406, 1.1187], [3.1036, 4.0563, 1.4478], [4.5503, 4.1270, 1.6179], [4.2949, 1.1549, -5.5831], [4.9902, 0.9807, -3.9618], [3.9715, 2.3749, -4.3414], [2.0589, 0.1454, -6.0333], [0.2053, -1.1414, -4.4556], [1.6363, -3.2395, 0.9199], [4.2449, -3.1152, 1.7762], [6.2630, -1.8092, 0.9336], [5.7113, -0.1839, 1.3767], [6.0281, -0.5735, -0.3207], [0.1423, 5.0201, 0.5267], [2.6641, 6.0690, 1.1006], [4.8223, 5.1055, 2.0016], [5.0505, 3.9513, 0.6672], [4.8777, 3.3722, 2.3276], [2.5380, 1.8552, 2.4150], [1.6873, 0.7761, 2.1629], [1.6851, -0.2117, 3.1054], [2.6052, -0.2590, 4.1278], [2.5632, -1.3340, 5.0135], [3.8472, -1.3992, 6.4080], [1.6247, -2.3221, 4.9022], [0.6653, -2.2586, 3.8779], [0.7063, -1.2164, 2.9676], [-0.1952, -1.0910, 1.9603], [-0.3438, -3.3448, 3.8304], [-0.3114, -4.3613, 4.6514], [-1.3930, -5.1562, 4.3023], [-1.8250, -6.3701, 4.8426], [-2.9394, -6.9633, 4.2823], [-3.6248, -6.3688, 3.2062], [-3.2135, -5.1674, 2.6651], [-2.0867, -4.5794, 3.2367], [-1.3985, -3.4201, 2.9504], [3.5851, 1.5214, 2.4370], [2.2979, 2.3409, 3.3654], [2.8716, 2.2414, 0.2880], [3.3483, 0.5170, 4.2568], [1.5774, -3.1478, 5.5978], [-0.3802, -1.9044, 1.4355], [-1.2926, -6.8185, 5.6728], [-3.2966, -7.9089, 4.6732], [-4.4908, -6.8696, 2.7905], [-3.7376, -4.7091, 1.8337], [-1.6895, -2.7421, 2.2675], [-1.1905, 1.3676, 2.9558], [-2.4421, 0.6984, 1.7623], [-2.7722, 2.2706, 0.8617], [-3.2636, 3.3299, 1.5427], [-3.4270, 4.5177, 0.8523], [-3.8693, 5.6621, 1.5271], [-4.0326, 6.8687, 0.8526], [-3.7611, 6.9504, -0.5078], [-3.3191, 5.8268, -1.1999], [-3.1344, 4.6041, -0.5340], [-2.6301, 3.5192, -1.2170], [-2.4380, 2.3639, -0.4940], [-1.6354, 1.0232, -1.4919], [-0.8661, 1.9680, -2.8540], [-3.0573, 0.1250, -2.3226], [-2.4905, -1.0767, -3.0886], [-3.9936, -0.3896, -1.2278], [-3.8101, 1.0586, -3.2694], [-3.9295, 0.4528, 2.9084], [-3.7900, -0.9941, 3.4097], [-5.2142, 0.5710, 2.0857], [-4.0007, 1.3963, 4.1094], [-1.5639, 2.2750, 3.4254], [-0.3050, 1.6006, 2.3663], [-0.9279, 0.6227, 3.7140], [-4.0757, 5.5767, 2.5891], [-4.3738, 7.7502, 1.3861], [-3.8913, 7.8949, -1.0258], [-3.0965, 5.8654, -2.2615], [-1.5190, 2.7921, -3.1236], [-0.6863, 1.3101, -3.7026], [0.0936, 2.3566, -2.5088], [-1.9350, -1.7453, -2.4213], [-1.8316, -0.7534, -3.9002], [-3.3103, -1.6472, -3.5355], [-3.4486, -1.0103, -0.5100], [-4.7852, -0.9951, -1.6821], [-4.4575, 0.4375, -0.6921], [-3.2342, 1.2627, -4.1768], [-4.0477, 2.0111, -2.7943], [-4.7485, 0.5771, -3.5653], [-3.7974, -1.6945, 2.5667], [-4.6244, -1.2533, 4.0726], [-2.8571, -1.1376, 3.9681], [-5.2305, -0.1586, 1.2697], [-5.3243, 1.5735, 1.6652], [-6.0805, 0.3737, 2.7285], [-3.1847, 1.2136, 4.8146], [-4.9438, 1.2232, 4.6447], [-3.9703, 2.4356, 3.7889], [-0.8916, -2.4843, -0.1037]],
  "atomic_forces_ev_per_a": [[-0.560, 0.350, -0.358], [-0.201, -0.128, 0.110], [0.084, 0.097, 0.019], [0.107, 0.075, 0.010], [0.027, -0.040, 0.099], [0.159, -0.111, -0.268], [0.010, -0.054, -0.064], [-0.137, 0.493, 0.534], [0.143, -0.015, -0.055], [-0.187, 0.156, 0.201], [-0.255, -0.128, -0.047], [0.099, 0.071, 0.022], [0.125, 0.102, 0.001], [-0.286, -0.069, -0.089], [0.986, -1.795, -0.939], [-0.703, 0.337, -0.344], [-0.755, -0.115, -0.236], [0.084, 0.641, 0.128], [0.868, 0.118, -0.355], [0.050, 0.005, 0.219], [-0.012, -0.030, -0.063], [0.039, -0.058, 0.040], [-0.031, 0.048, -0.001], [0.002, 0.008, 0.112], [0.056, 0.082, 0.022], [0.008, 0.118, -0.016], [-0.035, 0.095, -0.091], [-0.010, -0.030, 0.007], [-0.018, -0.010, 0.035], [-0.009, -0.018, -0.060], [0.184, -0.114, 0.109], [-0.091, -0.158, -0.034], [-0.029, 0.057, -0.019], [-0.076, -0.039, -0.089], [-0.063, -0.004, 0.027], [0.163, -0.219, -0.057], [0.186, 0.096, -0.314], [-0.008, -0.225, 0.022], [0.046, -0.039, 0.178], [0.091, 0.056, 0.022], [0.005, 0.002, -0.003], [-0.178, -0.089, 0.019], [-0.028, -0.295, 0.164], [-0.181, -0.100, -0.365], [0.666, 0.190, 0.340], [-0.123, 0.072, -0.095], [-0.044, -0.201, 0.024], [0.195, 0.022, 0.164], [-0.026, -0.015, -0.010], [0.051, 0.017, 0.031], [0.042, 0.016, 0.024], [-0.039, 0.046, -0.044], [0.096, 0.161, -0.054], [0.001, -0.069, 0.046], [-0.047, 0.079, 0.041], [-0.085, 0.033, 0.080], [-0.716, 0.556, 0.735], [-0.042, -0.159, 0.044], [0.016, 0.009, -0.025], [-0.005, -0.159, -0.499], [-0.036, 0.001, -0.052], [0.015, 0.051, -0.010], [0.024, 0.025, 0.023], [0.059, -0.030, 0.056], [-0.019, 0.044, -0.054], [-0.241, -0.008, -0.173], [-0.178, 0.365, 0.244], [-0.052, 0.489, 0.074], [0.109, -0.224, -0.167], [0.082, -0.342, 0.151], [-0.004, 0.123, -0.076], [-0.017, -0.117, 0.266], [0.099, -0.183, -0.271], [-0.031, 0.141, 0.129], [0.284, -0.440, -0.153], [0.115, -0.432, 0.248], [0.143, 0.620, -0.183], [-0.362, 0.579, 0.146], [0.098, -0.198, 0.135], [0.254, -0.468, 0.148], [0.112, 0.080, 0.002], [0.076, -0.066, 0.002], [0.049, 0.088, -0.031], [0.056, -0.093, -0.103], [-0.031, 0.050, -0.040], [-0.015, -0.026, -0.029], [-0.047, -0.033, 0.016], [-0.034, 0.048, 0.051], [-0.171, -0.005, 0.101], [-0.113, 0.135, -0.057], [-0.006, 0.002, -0.068], [0.015, -0.092, -0.006], [-0.002, -0.082, -0.014], [-0.015, 0.009, 0.065], [-0.043, 0.038, 0.033], [0.030, -0.021, 0.014], [-0.021, 0.016, -0.017], [-0.086, -0.014, -0.052], [-0.068, -0.029, 0.048], [0.034, 0.032, 0.024], [-0.070, 0.022, -0.045], [0.050, 0.044, -0.013], [-0.002, 0.018, -0.002], [-0.046, -0.001, 0.077], [-0.019, 0.001, 0.017], [0.088, 0.007, 0.000], [-0.018, 0.027, 0.089], [0.078, 0.037, -0.027], [-0.092, 0.000, -0.026], [-0.015, 0.073, 0.082], [0.007, -0.047, 0.027], [0.057, -0.010, -0.050], [-0.040, 0.030, -0.060], [0.097, -0.009, -0.027], [0.006, 0.041, -0.010], [0.248, 0.011, 0.507]],
  "multiplicity": 2,
  "e_lumo_ev": [-2.44, -2.42],
  "s2": 0.7705,
  "relative_energy_kcal_mol": 65.7
}